{"formula": "C6H12O", "method": "ωB97M-V/def2-TZVPD", "lumo_energy_ev": 1.087, "total_energy_ev": -8461.5880, "smiles": "C1=CCC1.COC", "de_lowest_kj_mol": 266.9, "e_homo_ev": -9.22, "orbital_gap_ev": 10.3, "species": ["C", "C", "C", "C", "H", "H", "H", "H", "H", "H", "C", "O", "C", "H", "H", "H", "H", "H", "H"], "positions_angstrom": [[-0.5229, -1.7589, -0.4044], [0.3852, -2.1870, 0.4753], [1.5595, -1.6172, -0.2896], [0.4963, -1.1024, -1.3099], [-1.6070, -1.8257, -0.4574], [0.3249, -2.7326, 1.4135], [2.1176, -0.8258, 0.2220], [2.2631, -2.3541, -0.6942], [0.5812, -1.5145, -2.3219], [0.4295, -0.0107, -1.3658], [-1.4554, 1.0537, 0.9980], [-0.0780, 1.2722, 0.8403], [0.1824, 2.4297, 0.0927], [-1.5763, 0.1606, 1.6142], [-1.9481, 0.8833, 0.0262], [-1.9463, 1.9086, 1.4905], [1.2648, 2.4946, -0.0435], [-0.3006, 2.3906, -0.8980], [-0.1698, 3.3357, 0.6119]], "forces_ev_per_a": [[0.0, -0.1, 0.1], [-0.1, 0.0, 0.0], [0.2, 0.0, 0.0], [0.0, 0.1, -0.2], [0.2, 0.0, 0.0], [0.0, 0.1, -0.2], [-0.1, -0.1, -0.1], [-0.1, 0.1, 0.1], [0.0, 0.0, 0.1], [0.0, -0.2, 0.0], [-0.3, -0.1, 0.1], [0.0, 0.0, 0.1], [0.1, 0.2, -0.1], [0.0, 0.1, -0.1], [0.1, 0.0, 0.1], [0.1, -0.1, -0.1], [-0.2, 0.0, 0.0], [0.1, 0.0, 0.1], [0.0, -0.1, -0.1]]}


{"formula": "C27H55InN2O2PS", "method": "ωB97M-V/def2-TZVPD", "multiplicity": 3, "lumo_energy_ev": [1.775, 0.780], "total_energy_ev": -61252.6214, "charge": -1, "e_homo_ev": [-4.06, -4.06], "orbital_gap_ev": [5.8, 4.8], "species": ["C", "C", "C", "C", "C", "In", "P", "S", "C", "C", "C", "C", "H", "H", "H", "H", "H", "H", "H", "H", "H", "H", "H", "H", "H", "H", "H", "H", "H", "H", "H", "C", "C", "C", "C", "C", "C", "N", "O", "C", "C", "C", "H", "H", "H", "H", "H", "H", "H", "H", "H", "H", "H", "H", "H", "H", "H", "H", "H", "H", "C", "C", "C", "C", "C", "C", "N", "O", "C", "C", "C", "H", "H", "H", "H", "H", "H", "H", "H", "H", "H", "H", "H", "H", "H", "H", "H", "H", "H"], "positions_angstrom": [[-2.6831, 0.0048, 5.0627], [-2.4947, 1.3977, 4.8355], [-2.5068, 2.9692, 4.2804], [-0.9825, 3.5612, 4.0998], [-0.6346, 4.8068, 5.1239], [0.0570, 3.9298, 7.1355], [-2.1107, 3.6917, 8.5235], [-1.9350, 2.4197, 9.9881], [1.0968, 1.9341, 6.8898], [2.6496, 2.0185, 6.3713], [1.0581, 1.0845, 8.2913], [-0.1096, -0.0908, 8.0915], [-3.1144, -1.0994, 5.1749], [-3.0417, 3.0047, 3.2218], [-3.0907, 3.6133, 5.0975], [-0.1340, 2.7576, 4.1966], [-0.9127, 4.0154, 3.0031], [0.2022, 5.5311, 4.7418], [-1.6414, 5.4130, 5.2739], [1.1853, 5.1385, 7.9221], [-3.2208, 3.2247, 7.6821], [-2.3591, 5.0474, 9.0323], [0.4961, 1.3211, 6.0943], [2.6052, 1.9745, 5.1795], [3.2810, 1.0618, 6.6909], [3.2308, 2.9756, 6.7469], [2.1012, 0.5652, 8.5406], [0.7894, 1.7355, 9.2312], [-1.1285, 0.4410, 7.7971], [0.2323, -0.7121, 7.1370], [-0.2125, -0.7538, 9.0505], [-1.4546, -2.8803, 2.1414], [-0.3622, -2.0516, 1.4155], [-0.6487, -0.5357, 1.5842], [-1.8121, -0.0446, 0.7287], [-1.6070, -0.4203, -0.7368], [-1.3363, -1.9333, -0.9487], [-0.2788, -2.4709, -0.0247], [0.9681, -2.0374, -0.5151], [-2.6607, -2.7242, -0.7667], [-0.9907, -2.1681, -2.4566], [0.9325, -2.3944, 2.2263], [-2.4715, -2.5939, 1.8847], [-1.3355, -3.9515, 1.9388], [-1.3911, -2.7491, 3.2290], [0.2447, 0.0457, 1.3172], [-0.8566, -0.3046, 2.6360], [-2.7578, -0.4504, 1.1019], [-1.8935, 1.0455, 0.8169], [-2.4900, -0.1094, -1.3110], [-0.7675, 0.1680, -1.1295], [-2.4736, -3.8023, -0.6995], [-3.3349, -2.5697, -1.6192], [-3.2405, -2.4161, 0.1016], [-0.1258, -1.5813, -2.7916], [-1.8255, -1.8698, -3.1038], [-0.7854, -3.2274, -2.6541], [1.1897, -3.4561, 2.1291], [0.7920, -2.1884, 3.2937], [1.7991, -1.7999, 1.9143], [2.2686, -2.3316, -8.4974], [0.9720, -1.7772, -7.8506], [0.4353, -0.5816, -8.6819], [1.2562, 0.6916, -8.5034], [1.3931, 1.0485, -7.0253], [1.9453, -0.1170, -6.1628], [1.2332, -1.4170, -6.4156], [-0.0153, -1.3455, -5.7682], [3.4672, -0.2781, -6.4280], [1.8937, 0.3123, -4.6590], [-0.0329, -2.9675, -8.0072], [3.0174, -1.5724, -8.7095], [2.7262, -3.1013, -7.8643], [2.0568, -2.7971, -9.4682], [-0.6035, -0.3645, -8.3972], [0.4087, -0.8428, -9.7468], [2.2421, 0.5777, -8.9654], [0.7662, 1.5174, -9.0332], [2.0411, 1.9300, -6.9304], [0.4074, 1.3552, -6.6518], [3.8475, -1.2146, -6.0037], [4.0386, 0.5372, -5.9654], [3.7360, -0.2384, -7.4822], [0.8823, 0.5789, -4.3267], [2.5129, 1.2010, -4.4809], [2.2710, -0.4857, -4.0077], [0.2926, -3.8382, -7.4251], [-0.1059, -3.2830, -9.0544], [-1.0517, -2.7071, -7.6972]], "forces_ev_per_a": [[0.4, 9.5, -2.0], [-2.2, -9.1, 0.5], [0.7, -1.0, 0.8], [0.7, 1.3, -0.8], [-1.2, -0.2, -0.4], [0.8, 0.4, -0.7], [0.3, 0.4, -0.8], [-0.1, -0.7, 1.2], [1.0, -1.4, 0.3], [-0.2, -0.3, -0.8], [-0.8, -0.7, 0.1], [0.7, 0.8, -0.6], [1.5, 3.2, -0.1], [0.9, -0.4, 2.5], [1.2, -1.5, -1.9], [-1.9, 1.3, -0.2], [-0.2, -1.2, 2.0], [-1.7, -1.4, 0.4], [2.0, -0.9, -0.4], [-0.5, -0.4, -0.1], [0.4, 1.1, 0.5], [-0.6, -0.9, -0.6], [1.2, 0.9, 1.4], [0.4, 0.5, 2.5], [-1.3, 1.9, -0.5], [-1.2, -1.9, -0.8], [-2.1, 1.0, -0.7], [0.4, -1.2, -1.9], [2.1, -1.2, 0.9], [-0.7, 1.0, 2.1], [0.0, 1.2, -1.9], [-0.3, 0.0, 0.0], [-0.2, -0.5, 2.0], [0.0, 0.1, -0.3], [0.0, 0.0, 0.0], [0.2, 0.0, 0.3], [-1.5, -0.4, -1.3], [3.7, 3.2, -1.4], [-3.2, -1.6, 1.2], [-0.2, 0.0, 0.2], [0.7, 0.2, 0.4], [0.2, 0.1, -0.8], [0.0, 0.0, -0.1], [0.0, 0.2, -0.1], [0.2, 0.1, -0.3], [0.0, -0.3, -0.1], [0.1, -0.3, -0.1], [0.0, 0.0, 0.0], [0.0, -0.2, 0.0], [0.1, -0.3, -0.1], [0.0, -0.2, 0.0], [0.0, 0.2, 0.1], [0.4, 0.1, 0.0], [0.1, -0.1, 0.1], [-0.1, -0.2, 0.2], [0.0, 0.0, 0.4], [0.0, 0.2, 0.1], [-0.1, 0.2, -0.1], [-0.3, 0.0, -0.3], [-0.3, -0.2, -0.2], [0.2, 0.1, 0.0], [0.3, -1.3, -1.5], [0.0, 0.2, 0.3], [0.0, 0.0, 0.0], [-0.3, -0.2, -0.1], [1.6, 1.0, 0.8], [-4.7, 1.6, 1.1], [3.4, -0.6, -1.4], [0.1, -0.1, -0.2], [-0.7, -0.4, -0.1], [-0.2, 0.4, 0.7], [0.0, 0.0, 0.1], [-0.1, 0.2, 0.0], [-0.2, 0.1, 0.3], [0.2, -0.2, 0.1], [0.1, -0.2, 0.2], [0.0, 0.0, 0.0], [0.1, -0.1, 0.1], [0.0, -0.3, 0.2], [0.1, -0.2, 0.1], [-0.1, 0.1, -0.1], [-0.4, -0.1, 0.0], [-0.1, -0.1, 0.0], [0.2, -0.3, -0.2], [0.0, -0.2, -0.4], [-0.1, 0.1, -0.2], [0.0, 0.2, 0.0], [0.3, 0.3, 0.1], [0.3, 0.0, 0.1]]}